Formula: C24H64O8
Source: OMol25
Level of theory: ωB97M-V/def2-TZVPD

```
! RIJCOSX wB97M-V def2-TZVPD def2/J DEFGRID3
* xyz 0 1
O 4.28 -2.32 33.42
O 9.20 3.17 32.08
O 13.81 -3.59 32.76
O 5.99 -0.83 26.35
O 15.98 -7.23 28.84
O 10.88 -4.68 32.19
O 12.69 -8.83 33.76
O 9.52 -6.25 34.04
C 12.52 -10.64 32.18
C 13.10 -9.25 32.45
C 17.39 -6.05 30.42
C 14.78 -4.16 33.63
C 12.62 -8.25 31.40
C 6.96 -1.89 26.48
C 10.80 -5.63 36.00
C 10.25 1.02 31.73
C 6.60 -2.72 27.69
C 7.04 -2.72 25.21
C 9.75 -3.08 30.77
C 14.55 -5.65 33.69
C 9.09 -4.09 34.98
C 8.44 1.36 33.38
C 10.72 -5.22 29.88
C 3.55 -1.80 31.19
C 15.01 -5.33 29.90
C 14.65 -3.56 35.04
C 4.64 -2.42 32.04
C 8.96 1.75 32.01
C 10.02 -4.55 31.05
C 15.98 -6.48 30.08
C 9.43 -5.55 35.28
C 5.98 -1.76 31.80
H 3.58 -0.71 31.18
H 11.20 -4.66 36.31
H 4.71 -3.49 31.84
H 13.28 -7.38 31.34
H 10.58 -2.54 30.31
H 6.00 -0.68 31.93
H 7.26 -2.11 24.33
H 15.60 -7.16 30.86
H 9.55 -2.64 31.76
H 12.68 -8.70 30.40
H 11.53 -6.22 35.45
H 17.46 -5.75 31.47
H 14.18 -9.29 32.47
H 11.58 -7.95 31.55
H 6.73 -2.12 28.59
H 2.57 -2.12 31.53
H 14.72 -2.48 35.05
H 7.64 2.06 33.65
H 15.39 -4.00 35.71
H 10.10 -0.06 31.82
H 10.66 -6.11 36.98
H 14.07 -5.67 29.47
H 4.26 -1.39 33.66
H 15.44 -4.53 29.30
H 10.60 1.21 30.70
H 8.75 -3.60 35.91
H 7.93 -1.41 26.64
H 12.70 -10.91 31.14
H 18.09 -6.88 30.30
H 16.47 -8.04 28.99
H 9.96 -3.51 34.68
H 8.86 -2.91 30.16
H 9.70 3.41 31.30
H 5.52 -2.92 27.63
H 15.27 -6.21 34.28
H 8.20 1.57 31.25
H 8.00 0.36 33.36
H 8.29 -3.99 34.25
H 11.65 -4.10 32.16
H 9.25 1.45 34.10
H 6.77 -2.23 32.40
H 14.87 -4.90 30.90
H 10.77 -6.30 30.06
H 7.79 -3.50 25.28
H 11.73 -8.74 33.77
H 15.80 -3.93 33.28
H 13.73 -2.66 32.97
H 11.46 -10.65 32.41
H 17.71 -5.17 29.86
H 10.11 -5.72 33.48
H 13.05 -11.41 32.74
H 8.69 -6.00 35.93
H 14.49 -6.10 32.70
H 6.09 -3.24 25.03
H 6.49 -0.02 26.24
H 11.70 -4.79 29.69
H 10.09 -5.14 28.98
H 7.16 -3.64 27.81
H 6.33 -1.95 30.78
H 9.08 -5.03 31.32
H 13.68 -3.89 35.43
H 3.61 -2.14 30.15
H 11.05 1.36 32.38
H 13.54 -5.81 34.08
*
```

Computed properties:
Gap between HOMO and LUMO in eV: 9.85
Structure (SMILES): CC(C)O.CC(C)O.CC(C)O.CC(C)O.CC(C)O.CC(C)O.CC(C)O.CC(C)O
Electronic energy in eV: -42305.1974
Molar mass in g/mol: 480.77
F_max in eV/Å: 1.930

Mulliken population analysis, charges in e, atoms 1 to 4: number 1, O, carries -0.5645; number 2, O, carries -0.5655; number 3, O, carries -0.4142; number 4, O, carries -0.5630

Formula: C24H65NO19S2
Source: OMol25
Level of theory: ωB97M-V/def2-TZVPD

```
! RIJCOSX wB97M-V def2-TZVPD def2/J DEFGRID3
* xyz 0 1
S -1.19 -4.21 -1.63
S -0.91 -3.14 -5.58
O 0.15 -4.24 -1.09
O 6.59 1.40 -0.67
O 3.81 -3.34 0.41
O -2.41 -2.16 4.58
O -0.54 5.13 3.28
O 1.49 10.17 2.32
O -0.54 -4.15 -6.51
O -2.64 -0.35 0.77
O 3.59 4.95 -1.94
O 5.17 -5.84 0.65
O 0.20 0.98 3.80
O -1.77 -2.08 -5.97
O 0.36 -2.52 -4.86
O 2.09 0.34 -2.42
O -1.49 -3.89 -4.28
O -2.24 -3.73 -0.77
O 2.75 7.26 1.14
O -7.11 -3.61 -2.05
O -5.35 -2.20 5.34
N -4.38 -1.34 -2.75
C -1.12 1.12 3.28
C -3.43 -2.24 -2.94
C 3.80 1.98 -1.91
C -6.90 -4.33 -3.25
C -2.16 -1.85 5.95
C 2.51 6.06 1.86
C 1.75 -0.66 -3.33
C 5.15 -6.97 1.52
C -1.62 -5.84 -2.18
C 7.17 0.12 -0.91
C -1.69 -0.64 -2.79
C 1.18 -1.88 -2.57
C -2.07 -1.96 -2.95
C -1.10 -3.11 -3.11
C 2.79 6.12 -1.84
C -1.86 5.27 2.76
C 0.92 10.59 1.09
C -3.98 -0.08 -2.56
C 3.47 0.49 -2.07
C -2.66 0.31 -2.59
C -5.93 -0.93 5.63
C -3.93 -0.52 1.34
C 2.60 -3.62 1.11
C 0.37 -2.84 -3.45
H -6.84 -3.66 -4.11
H 7.01 1.77 0.11
H 0.85 -3.83 -3.39
H 2.70 -4.55 1.69
H 3.65 -0.03 -1.13
H 2.03 -2.44 -2.18
H -5.18 -0.23 6.02
H -2.52 -1.04 0.11
H 2.44 6.44 -2.82
H -4.05 0.26 2.09
H 1.39 10.02 0.30
H -4.76 0.65 -2.37
H -6.40 -0.50 4.75
H -2.41 1.35 -2.43
H 4.77 2.22 -2.34
H 0.37 0.04 3.92
H 2.42 -2.79 1.79
H 2.36 5.27 1.14
H 1.08 10.68 3.03
H 1.94 5.88 -1.21
H -2.03 6.34 2.62
H -3.08 -1.95 6.53
H 3.03 2.58 -2.38
H 4.35 5.16 -2.50
H 5.48 -5.08 1.15
H -1.96 4.77 1.80
H -4.67 -2.06 4.67
H 1.62 6.14 2.49
H -2.69 -3.08 4.54
H 3.36 5.79 2.50
H -1.31 2.18 3.13
H -1.39 -2.49 6.37
H 6.68 -0.28 -1.80
H 3.34 6.93 -1.36
H 7.00 -0.56 -0.08
H -0.37 4.19 3.41
H -2.60 4.88 3.46
H 4.78 -7.81 0.95
H 3.84 2.26 -0.86
H -4.72 -0.43 0.59
H -1.52 -5.94 -3.26
H -0.93 -6.50 -1.67
H 3.98 -4.08 -0.18
H -4.02 -1.50 1.83
H -3.76 -3.27 -3.09
H -2.64 -6.04 -1.87
H -5.98 -4.93 -3.20
H 4.11 0.03 -2.83
H -7.75 -5.00 -3.38
H -6.35 -3.02 -1.94
H 2.59 -0.99 -3.95
H 0.59 -1.54 -1.72
H 6.15 -7.21 1.89
H -0.65 -0.35 -2.78
H -0.16 10.41 1.08
H -6.69 -1.09 6.40
H 2.88 7.97 1.78
H -1.85 0.71 3.98
H 4.49 -6.81 2.38
H 1.11 11.66 0.92
H 1.76 -3.72 0.42
H -1.83 -0.81 6.00
H -1.22 0.60 2.32
H 1.00 -0.25 -4.02
H 8.24 0.20 -1.11
*
```

Computed properties:
Gap between HOMO and LUMO in eV: 9.61
Electronic energy in eV: -87997.4575
Molar mass in g/mol: 735.91
F_max in eV/Å: 0.975

Mulliken population analysis, charges in e, atoms 1 to 4: number 1, S, carries 1.6889; number 2, S, carries 1.1299; number 3, O, carries -0.7369; number 4, O, carries -0.4228